one | Below is a cluster of 2 separate species, C6H11NO in total, with properties calculated with wB97M-V/def2-TZVPD.

```
! wB97M-V def2-TZVPD RIJCOSX def2/J DEFGRID3
* xyz 0 1
C 0.816 0.882 1.071
C 1.133 0.731 -0.180
C 0.549 1.719 2.247
C 1.405 0.728 -1.605
C -1.976 -1.959 -0.213
C -1.695 -0.924 -1.332
N 1.059 -0.527 0.744
O -1.429 -1.139 -2.484
H -0.544 1.711 2.376
H 0.815 2.814 2.236
H 1.051 1.170 3.016
H 0.651 1.351 -2.051
H 1.394 -0.236 -2.092
H 2.273 1.342 -1.807
H -2.567 -1.735 0.642
H -2.369 -2.742 -0.813
H -1.052 -2.449 0.113
H -1.529 0.076 -0.913
H 2.013 -0.812 1.045
*
```

Results
* SMILES: CC1=C(C)N1.CC=O

***

two | Below is the molecule C6H11NO, with properties calculated with wB97M-V/def2-TZVPD.

```
! wB97M-V def2-TZVPD RIJCOSX def2/J DEFGRID3
* xyz 0 1
O -1.477 1.345 2.780
C -1.567 1.105 1.601
C -0.798 0.037 0.924
C -0.377 0.350 -0.530
C 1.100 0.225 -0.792
C 1.756 1.067 -1.596
C 1.656 -1.125 -0.459
N -1.609 -1.248 0.940
H -2.189 1.837 1.025
H 0.060 -0.263 1.521
H -0.866 1.273 -0.857
H -0.878 -0.319 -1.251
H 2.746 0.816 -1.941
H 1.228 1.953 -1.924
H 2.655 -1.039 -0.001
H 1.882 -1.762 -1.308
H 1.056 -1.689 0.252
H -2.375 -1.153 1.604
H -2.001 -1.408 0.012
*
```

Results
* SMILES: C=C(C)C[C@H](N)C=O

***

three | Below is the molecule C6H11NO, with properties calculated with wB97M-V/def2-TZVPD.

```
! wB97M-V def2-TZVPD RIJCOSX def2/J DEFGRID3
* xyz 0 1
C -0.184 0.944 0.252
C -0.877 0.072 -0.832
C -2.161 -0.577 -0.264
C -3.196 -0.984 -0.961
C 0.663 0.103 1.201
N 1.881 -0.394 0.825
C 2.956 0.379 0.219
O 0.162 -0.376 2.207
H 0.461 1.672 -0.291
H -0.917 1.498 0.886
H -1.046 0.763 -1.664
H -0.141 -0.614 -1.266
H -2.090 -0.751 0.786
H -3.223 -1.013 -2.061
H -4.132 -1.381 -0.558
H 2.287 -1.131 1.488
H 2.464 1.294 -0.203
H 3.347 -0.126 -0.718
H 3.745 0.620 0.954
*
```

Results
* SMILES: C=CCCC(=O)NC

***

four | Below is the molecule C6H11NO, with properties calculated with wB97M-V/def2-TZVPD.

```
! wB97M-V def2-TZVPD RIJCOSX def2/J DEFGRID3
* xyz 0 1
C 0.196 -0.229 0.835
N 1.143 -1.263 1.182
C 2.574 -0.819 0.629
O 2.611 -0.742 -0.679
C 0.273 0.378 -0.579
C -0.734 1.419 -0.716
C -2.103 1.094 -0.828
C -2.822 -0.035 -0.614
H 0.483 0.591 1.567
H -0.833 -0.445 1.171
H 2.767 0.077 1.222
H 3.235 -1.622 1.019
H 0.214 -0.472 -1.293
H 1.266 0.737 -0.855
H -0.487 2.432 -0.459
H 1.061 -2.036 0.486
H -2.712 1.978 -1.046
H -2.267 -1.012 -0.718
H -3.865 -0.030 -0.324
*
```

***

Verdict on stability: four comes out at the bottom.

***

one | Below is the molecule C6H11NO, with properties calculated with wB97M-V/def2-TZVPD.

```
! wB97M-V def2-TZVPD RIJCOSX def2/J DEFGRID3
* xyz 0 1
C 1.563 -1.005 0.643
C -1.501 -0.902 0.556
C 0.888 0.162 -0.051
C -0.799 0.307 -0.047
N -1.304 1.509 0.534
C 0.704 0.066 -1.535
C -0.617 0.268 -1.540
O 1.397 1.399 0.411
H 2.356 1.384 0.315
H -2.277 1.700 0.332
H -0.642 2.269 0.441
H 1.428 -0.120 -2.312
H -1.343 0.404 -2.326
H 2.645 -0.949 0.506
H 1.206 -1.951 0.245
H 1.354 -0.974 1.712
H -1.182 -1.821 0.072
H -1.300 -0.959 1.623
H -2.576 -0.788 0.420
*
```

Results
* SMILES: C[C@]1(N)C=C[C@@]1(C)O

***

two | Below is the molecule C6H11NO, with properties calculated with wB97M-V/def2-TZVPD.

```
! wB97M-V def2-TZVPD RIJCOSX def2/J DEFGRID3
* xyz 0 1
C -0.552 -0.658 0.286
C -1.071 -0.852 -1.079
C -1.272 -1.214 1.427
C 0.621 0.265 0.621
N 1.789 -0.459 0.057
C 0.340 1.552 -0.212
C 0.928 1.922 -1.344
O 0.637 0.575 1.900
H 2.551 0.199 -0.084
H 2.092 -1.105 0.779
H -0.344 2.209 0.313
H -1.998 -0.465 1.772
H -1.818 -2.128 1.187
H -1.306 -1.912 -1.214
H -2.022 -0.318 -1.204
H -0.371 -0.514 -1.837
H -0.573 -1.282 2.273
H 0.753 2.906 -1.763
H 1.616 1.278 -1.878
*
```

***

three | Below is a cluster of 2 separate species, C6H11NO in total, with properties calculated with wB97M-V/def2-TZVPD.

```
! wB97M-V def2-TZVPD RIJCOSX def2/J DEFGRID3
* xyz 0 1
C 1.394 2.369 -0.281
C 1.352 1.081 0.504
C 1.172 -0.149 -0.313
C 1.220 -1.391 0.263
O 1.297 1.054 1.716
H 1.306 -0.037 -1.382
H 2.257 2.365 -0.946
H 1.430 3.219 0.393
H 0.504 2.451 -0.904
H 1.440 -1.443 1.322
H 1.552 -2.245 -0.311
C -1.711 -1.594 0.433
C -1.794 -0.270 -0.161
N -2.589 0.342 -0.918
H -3.474 -0.145 -1.057
H -0.708 0.178 -0.185
H -1.803 -1.583 1.518
H -2.360 -2.341 -0.016
H -0.486 -1.859 0.326
*
```

Results
* SMILES: C=CC(C)=O.[H]/N=C\C

***

Verdict on stability: two comes out at the bottom.

***

one | Below is a structure of composition C6H11NO, with properties calculated with wB97M-V/def2-TZVPD.

```
! wB97M-V def2-TZVPD RIJCOSX def2/J DEFGRID3
* xyz 0 1
C -2.188 0.276 0.198
C -0.659 0.067 0.073
C 0.240 -0.666 1.196
C 1.476 -0.991 0.411
C 1.065 -0.336 -0.945
C 0.416 0.997 -0.552
H -2.438 1.355 0.438
H -2.667 -0.062 -0.756
H -2.622 -0.278 1.074
H 0.540 0.000 2.010
H -0.259 -1.557 1.592
H 2.355 -0.588 0.823
H 1.707 -2.029 0.252
H 1.779 -0.472 -1.774
H -0.906 -0.704 -1.867
H -0.116 1.564 -1.368
H 1.618 2.431 -0.115
N -0.334 -0.896 -1.026
O 0.991 1.889 0.337
*
```

***

two | Below is a structure of composition C6H11NO, with properties calculated with wB97M-V/def2-TZVPD.

```
! wB97M-V def2-TZVPD RIJCOSX def2/J DEFGRID3
* xyz 0 1
C -1.386 0.344 -0.294
C -2.556 0.164 -1.214
C 0.845 0.042 1.780
C 1.894 -1.330 -0.101
C 0.782 -0.413 0.342
C 0.501 1.313 -0.640
N -0.379 -0.526 -0.358
O 0.624 2.271 0.059
H -1.568 0.945 0.601
H 0.671 1.059 -1.673
H -3.337 -0.444 -0.745
H -2.246 -0.335 -2.134
H -3.004 1.130 -1.461
H 1.563 0.861 1.892
H 1.158 -0.787 2.421
H -0.111 0.417 2.147
H 1.820 -1.546 -1.167
H 1.857 -2.283 0.441
H 2.871 -0.880 0.102
*
```

***

three | Below is a cluster of 2 separate species, C6H11NO in total, with properties calculated with wB97M-V/def2-TZVPD.

```
! wB97M-V def2-TZVPD RIJCOSX def2/J DEFGRID3
* xyz 0 1
C -1.529 -1.709 -0.017
C 1.654 0.166 1.285
C -0.131 -1.186 0.114
C 0.271 -0.379 1.088
O 0.676 -1.649 -0.889
H 1.553 -1.258 -0.800
H -0.450 -0.075 1.831
H -1.535 -2.786 0.182
H -1.882 -1.556 -1.037
H -2.196 -1.236 0.684
H 2.412 -0.409 0.744
H 1.708 1.208 0.960
H 1.909 0.136 2.354
C 0.422 1.978 -1.543
N -1.869 1.683 -0.603
C -0.724 1.768 -0.983
H -2.115 1.174 0.236
H 0.802 1.298 -2.290
H 1.022 2.831 -1.318
*
```

Results
* SMILES: C/C=C(/C)O.C=C=N

***

Verdict on stability: two comes out at the bottom.

***

one | Below is the molecule C6H11NO, with properties calculated with wB97M-V/def2-TZVPD.

```
! wB97M-V def2-TZVPD RIJCOSX def2/J DEFGRID3
* xyz 0 1
C 0.687 -2.090 0.957
N 0.304 -1.553 -0.398
C 0.368 -0.105 -0.189
C -0.682 0.638 -1.108
C -1.787 1.131 -0.290
C -1.629 1.743 0.852
C 1.820 0.466 -0.530
O 2.269 1.530 -0.108
H 0.338 -3.129 0.992
H 1.601 -1.962 1.327
H 0.210 -1.440 1.700
H 1.035 -1.747 -1.113
H -0.019 0.115 0.857
H -0.281 1.493 -1.690
H -1.032 -0.108 -1.907
H -2.746 0.847 -0.712
H -0.606 2.006 1.139
H -2.378 2.214 1.327
H 2.530 -0.050 -1.105
*
```

Results
* SMILES: C=CC[C@H](C=O)NC

***

two | Below is a structure of composition C6H11NO, with properties calculated with wB97M-V/def2-TZVPD.

```
! wB97M-V def2-TZVPD RIJCOSX def2/J DEFGRID3
* xyz 0 1
C 1.228 1.444 1.848
C -0.840 -2.476 -1.092
C 1.003 0.840 -1.372
C -1.294 -1.081 -0.784
C 0.256 0.247 -0.262
C 0.068 0.059 0.956
O 0.533 1.720 3.019
N -2.480 -0.721 -0.972
H -0.245 2.250 2.812
H -2.673 0.250 -0.715
H 2.140 0.905 2.089
H 1.416 2.329 1.236
H -0.583 -0.287 1.732
H -0.466 -2.956 -0.186
H -1.654 -3.066 -1.524
H -0.004 -2.427 -1.793
H 0.558 1.783 -1.695
H 1.000 0.155 -2.222
H 2.036 1.029 -1.074
*
```

***

three | Below is the molecule C6H11NO, with properties calculated with wB97M-V/def2-TZVPD.

```
! wB97M-V def2-TZVPD RIJCOSX def2/J DEFGRID3
* xyz 0 1
O 1.300 3.853 0.380
C 1.102 3.151 1.328
C 1.277 1.615 1.050
C 0.627 1.294 -0.363
C -0.589 0.436 -0.317
C -0.588 -0.875 -0.838
N -1.211 -1.855 -0.168
C -1.146 -3.237 -0.682
H 1.103 3.496 2.406
H 0.990 0.847 1.716
H 2.393 1.528 0.852
H 1.245 0.623 -1.044
H 0.370 2.235 -0.875
H -1.465 0.808 0.278
H 0.093 -1.304 -1.543
H -1.959 -1.585 0.454
H -2.160 -3.629 -1.017
H -0.863 -4.001 0.002
H -0.519 -3.402 -1.619
*
```

Results
* SMILES: CN/C=C/CCC=O

***

Verdict on stability: two comes out at the bottom.